No. 1
A structure of composition C34H56N3OP2Pb at a distorted geometry. Source: OMol25; level of theory: ωB97M-V with the def2-TZVPD basis set.

Each line ends with the Löwdin charge.
Cartesian coordinates (Å):
C1 -2.570 1.096 -1.495  -0.372
C2 -2.750 -1.139 -0.750  -0.378
C3 -3.745 0.990 -2.243  -0.072
C4 -4.010 -1.238 -1.401  -0.042
C5 -4.502 -0.179 -2.133  -0.070
H1 -4.040 1.835 -2.863  0.106
H2 -4.537 -2.185 -1.301  0.111
H3 -5.466 -0.250 -2.639  0.112
N1 -2.115 0.084 -0.746  -0.036
P1 -0.874 2.720 0.058  0.996
P2 -0.532 -2.614 0.379  0.935
C6 -1.756 2.398 -1.519  -0.264
H4 -1.014 2.309 -2.326  0.077
H5 -2.401 3.245 -1.794  0.082
C7 -2.156 -2.293 -0.181  -0.343
H6 -2.814 -3.171 -0.169  0.061
C8 0.204 -3.638 -1.099  -0.659
C9 -0.708 -3.668 1.986  -0.680
C10 0.686 3.743 -0.319  -0.674
C11 -2.222 3.575 1.073  -0.677
C12 1.731 -3.500 -0.986  -0.110
H7 2.107 -3.870 -0.021  0.064
H8 2.220 -4.083 -1.782  0.090
H9 2.033 -2.449 -1.088  0.033
C13 -0.253 -5.100 -1.065  -0.097
H10 0.138 -5.663 -0.210  0.065
H11 -1.349 -5.173 -1.087  0.085
H12 0.122 -5.592 -1.975  0.090
C14 -0.300 -3.042 -2.418  -0.100
H13 0.152 -3.584 -3.262  0.089
H14 -1.389 -3.139 -2.506  0.085
H15 -0.041 -1.983 -2.511  0.041
C15 0.685 -4.232 2.324  -0.100
H16 1.443 -3.437 2.391  0.066
H17 0.631 -4.734 3.302  0.090
H18 1.023 -4.980 1.592  0.065
C16 -1.181 -2.740 3.120  -0.128
H19 -0.482 -1.914 3.314  0.040
H20 -2.181 -2.333 2.917  0.076
H21 -1.251 -3.338 4.043  0.095
C17 -1.734 -4.800 1.866  -0.093
H22 -1.505 -5.522 1.076  0.058
H23 -1.722 -5.349 2.821  0.091
H24 -2.751 -4.413 1.717  0.081
C18 -1.667 3.852 2.485  -0.085
H25 -2.424 4.434 3.035  0.101
H26 -1.490 2.916 3.039  0.029
H27 -0.735 4.434 2.467  0.066
C19 -3.435 2.630 1.193  -0.077
H28 -3.887 2.423 0.215  0.083
H29 -3.178 1.680 1.687  0.041
H30 -4.194 3.133 1.814  0.102
C20 -2.683 4.874 0.398  -0.084
H31 -3.595 5.217 0.910  0.096
H32 -1.938 5.672 0.487  0.063
H33 -2.933 4.735 -0.661  0.075
C21 1.050 3.601 -1.805  -0.106
H34 0.279 4.039 -2.457  0.092
H35 1.987 4.150 -1.991  0.101
H36 1.206 2.549 -2.079  0.034
C22 1.826 3.166 0.554  -0.111
H37 2.044 2.116 0.303  0.047
H38 2.737 3.757 0.374  0.094
H39 1.585 3.229 1.628  0.076
C23 0.495 5.231 -0.004  -0.095
H40 -0.278 5.679 -0.642  0.082
H41 0.265 5.411 1.056  0.070
H42 1.444 5.745 -0.227  0.095
Pb1 -0.332 0.184 1.033  1.083
C24 -1.848 0.643 3.453  -0.086
O1 -2.443 0.381 4.388  0.115
N2 0.917 0.008 -1.113  0.120
C25 1.431 -0.253 -2.130  -0.085
C26 2.420 -0.260 -3.287  -0.571
C27 2.026 -1.266 -4.364  -0.046
C28 2.478 1.129 -3.917  -0.050
C29 3.815 -0.593 -2.760  -0.036
H43 2.016 -2.290 -3.975  0.077
H44 1.039 -1.031 -4.777  0.101
H45 2.758 -1.223 -5.183  0.101
H46 2.871 1.856 -3.196  0.079
H47 3.157 1.125 -4.783  0.106
H48 1.488 1.452 -4.257  0.099
H49 4.534 -0.609 -3.593  0.106
H50 4.141 0.175 -2.047  0.094
H51 3.840 -1.568 -2.263  0.083
C30 4.082 0.148 4.259  -0.048
C31 2.912 0.852 4.551  -0.046
C32 1.816 0.736 3.688  -0.152
N3 1.864 -0.023 2.570  -0.083
C33 2.993 -0.705 2.289  -0.136
C34 4.118 -0.645 3.111  -0.047
H52 4.947 0.223 4.916  0.117
H53 2.812 1.496 5.425  0.113
H54 0.873 1.265 3.893  0.093
H55 2.978 -1.309 1.370  0.107
H56 4.998 -1.221 2.830  0.112

Calculated values
Kohn-Sham gap: 0.223 Ha
total energy: -2443.9790 a.u.
lowest unoccupied orbital energy: -2.3 eV
total charge: +1

***

No. 2
The ion C9H17N4O4 with charge +1 at a distorted geometry. Source: OMol25; level of theory: ωB97M-V with the def2-TZVPD basis set.

Each line ends with the natural charge from an NBO analysis.
Cartesian coordinates (Å):
C1 3.814 -0.704 0.812  -0.744
C2 3.793 -0.010 -0.521  0.702
O1 4.729 0.438 -1.095  -0.426
N1 2.446 0.095 -1.179  -0.455
C3 1.991 -1.193 -1.751  -0.417
C4 1.559 0.856 -0.519  0.608
N2 1.841 1.921 0.243  -0.361
N3 0.718 2.548 0.699  -0.191
C5 -0.264 1.865 0.218  0.344
C6 -1.734 2.121 0.431  -0.119
O2 -2.145 1.850 1.740  -0.493
C7 -2.096 0.498 2.138  0.231
O3 -3.061 -0.291 1.513  -0.527
C8 -2.647 -1.318 0.628  -0.086
C9 -3.035 -1.032 -0.826  -0.077
O4 -3.343 -2.261 -1.440  -0.712
N4 0.221 0.803 -0.543  -0.543
H1 3.130 -0.235 1.528  0.243
H2 4.832 -0.659 1.195  0.274
H3 3.511 -1.751 0.704  0.256
H4 0.992 -1.465 -1.406  0.201
H5 1.995 -1.130 -2.841  0.244
H6 2.675 -1.989 -1.448  0.233
H7 2.751 2.314 0.433  0.449
H8 -2.293 1.537 -0.309  0.189
H9 -1.938 3.177 0.239  0.249
H10 -1.093 0.079 1.947  0.115
H11 -2.280 0.525 3.213  0.198
H12 -3.161 -2.241 0.912  0.222
H13 -1.569 -1.492 0.750  0.152
H14 -3.886 -0.338 -0.812  0.196
H15 -2.211 -0.548 -1.384  0.105
H16 -3.891 -2.114 -2.218  0.487
H17 -0.352 0.145 -1.052  0.452

Calculated values
Kohn-Sham gap: 0.382 Ha
SMILES: CC(=O)N(C)c1[nH]nc(COCOCCO)[nH+]1
total energy: -872.8382 a.u.
lowest unoccupied orbital energy: -3.0 eV
total charge: +1

***

No. 3
A structure of composition C44H35I2N7O4RuS3. Source: OMol25; level of theory: ωB97M-V with the def2-TZVPD basis set.

Each line ends with the Löwdin charge.
Cartesian coordinates (Å):
Ru1 -1.649 -1.103 -0.812  0.832
C1 2.854 4.682 10.783  -0.067
O1 1.639 4.890 10.083  -0.063
C2 1.428 4.215 8.943  -0.278
C3 2.319 3.299 8.388  -0.009
C4 1.996 2.650 7.210  -0.024
C5 0.791 2.895 6.558  -0.161
C6 -0.097 3.821 7.122  -0.011
C7 0.214 4.469 8.292  0.018
C8 0.420 2.228 5.320  -0.244
N1 -0.684 2.461 4.642  0.192
C9 -0.638 1.640 3.560  -0.167
C10 0.520 0.875 3.571  -0.119
N2 1.183 1.268 4.703  0.189
C11 0.819 -0.085 2.568  -0.053
C12 1.953 -0.913 2.528  0.028
C13 2.086 -1.824 1.511  -0.011
C14 1.084 -1.923 0.544  -0.133
N3 0.026 -1.141 0.553  -0.015
C15 -0.120 -0.215 1.525  -0.134
C16 -1.281 0.628 1.463  -0.131
N4 -2.083 0.504 0.375  -0.059
C17 -3.172 1.255 0.290  -0.121
C18 -3.546 2.153 1.287  -0.004
C19 -2.745 2.302 2.394  0.049
C20 -1.573 1.540 2.488  -0.054
H1 2.809 5.328 11.654  0.096
H2 3.717 4.960 10.173  0.098
H3 2.954 3.644 11.106  0.098
H4 3.262 3.085 8.872  0.106
H5 2.715 1.944 6.809  0.106
H6 -1.033 4.009 6.615  0.114
H7 -0.467 5.181 8.738  0.126
H8 2.073 0.934 5.026  0.151
H9 2.710 -0.832 3.298  0.121
H10 2.946 -2.475 1.454  0.119
H11 1.145 -2.670 -0.236  0.064
H12 -3.778 1.157 -0.598  0.082
H13 -4.455 2.724 1.169  0.121
H14 -2.985 2.995 3.190  0.131
S1 -2.345 -0.004 -2.843  0.789
C21 -4.033 -0.148 -3.157  -0.625
C22 -4.529 0.488 -4.304  -0.042
C23 -5.865 0.402 -4.638  -0.167
C24 -6.347 1.064 -5.809  -0.167
N5 -6.712 1.609 -6.752  0.197
C25 -6.740 -0.343 -3.814  -0.150
C26 -6.262 -0.953 -2.666  -0.067
C27 -4.916 -0.858 -2.312  -0.692
S2 -4.370 -1.598 -0.841  0.472
C28 -8.118 -0.461 -4.175  -0.154
N6 -9.222 -0.547 -4.479  0.207
H15 -3.854 1.049 -4.937  0.123
H16 -6.937 -1.519 -2.039  0.116
I1 -1.171 -3.379 -2.018  0.311
I2 -4.987 -4.401 -1.793  0.183
N7 -2.960 -5.587 1.452  0.153
C29 -3.429 -4.254 1.881  -0.080
C30 -2.234 -3.306 1.544  -0.681
O2 -1.144 -3.912 1.451  -0.057
O3 -2.470 -2.086 1.416  -0.110
H17 -3.173 -6.350 2.085  0.159
H18 -1.897 -5.350 1.389  0.140
H19 -3.309 -5.794 0.509  0.097
H20 -3.607 -4.225 2.954  0.137
H21 -4.326 -3.941 1.355  0.078
O4 0.304 -0.041 -2.055  -0.718
S3 1.453 -0.577 -2.875  0.935
C31 2.314 0.932 -3.492  -0.234
C32 3.782 0.665 -3.683  -0.291
C33 4.539 0.192 -2.611  -0.063
C34 5.895 -0.046 -2.755  -0.075
C35 6.511 0.179 -3.978  -0.078
C36 5.764 0.643 -5.049  -0.069
C37 4.406 0.884 -4.904  -0.046
C38 0.745 -1.129 -4.475  -0.302
C39 1.849 -1.461 -5.437  -0.294
C40 1.904 -0.865 -6.691  -0.051
C41 2.929 -1.175 -7.573  -0.075
C42 3.915 -2.077 -7.205  -0.077
C43 3.864 -2.681 -5.956  -0.065
C44 2.834 -2.381 -5.080  -0.051
H22 2.144 1.657 -2.695  0.104
H23 1.828 1.272 -4.405  0.101
H24 4.057 0.016 -1.655  0.104
H25 6.473 -0.404 -1.913  0.105
H26 7.571 -0.002 -4.093  0.106
H27 6.240 0.816 -6.005  0.110
H28 3.829 1.247 -5.744  0.114
H29 0.082 -0.338 -4.826  0.088
H30 0.159 -2.018 -4.247  0.014
H31 1.134 -0.161 -6.988  0.117
H32 2.955 -0.709 -8.550  0.109
H33 4.712 -2.321 -7.894  0.108
H34 4.622 -3.397 -5.669  0.110
H35 2.789 -2.872 -4.115  0.113

Calculated values
Kohn-Sham gap (spin up / spin down): 0.253 / 0.169 Ha
multiplicity: 6
total energy: -4266.6546 a.u.
lowest unoccupied orbital energy (spin up / spin down): -3.1 / -5.5 eV
total charge: +1

***

No. 4
The molecule C15H25N3O2S at a distorted geometry. Source: OMol25; level of theory: ωB97M-V with the def2-TZVPD basis set.

Each line ends with the natural charge from an NBO analysis.
Cartesian coordinates (Å):
C1 2.732 5.422 0.611  -0.659
C2 2.721 6.168 -0.721  -0.055
O1 3.256 5.450 -1.815  -0.534
C3 2.488 4.367 -2.271  -0.050
C4 2.924 3.008 -1.656  -0.494
C5 1.751 2.228 -1.201  0.041
N1 1.137 2.430 -0.090  -0.278
N2 0.076 1.655 0.104  -0.305
C6 -0.134 0.841 -0.877  0.191
N3 -1.167 -0.055 -0.898  -0.626
C7 -1.345 -0.948 -1.927  0.697
O2 -0.603 -0.953 -2.883  -0.593
C8 -2.495 -1.902 -1.733  -0.494
C9 -2.007 -3.202 -1.073  -0.376
C10 -1.449 -3.033 0.345  -0.230
C11 -0.805 -4.342 0.810  -0.381
C12 -0.206 -4.189 2.205  -0.398
C13 -1.275 -3.759 3.204  -0.396
C14 -1.931 -2.461 2.747  -0.396
C15 -2.528 -2.627 1.352  -0.398
S1 1.014 0.966 -2.186  0.405
H1 3.743 5.105 0.856  0.203
H2 2.082 4.551 0.581  0.235
H3 2.381 6.091 1.393  0.213
H4 3.351 7.060 -0.655  0.184
H5 1.693 6.482 -0.955  0.157
H6 2.624 4.334 -3.356  0.187
H7 1.425 4.543 -2.062  0.171
H8 3.489 2.431 -2.387  0.222
H9 3.569 3.215 -0.803  0.251
H10 -1.769 -0.056 -0.088  0.425
H11 -3.283 -1.439 -1.139  0.211
H12 -2.894 -2.145 -2.718  0.244
H13 -1.228 -3.629 -1.709  0.217
H14 -2.840 -3.907 -1.047  0.209
H15 -0.668 -2.265 0.333  0.197
H16 -0.025 -4.638 0.105  0.208
H17 -1.561 -5.131 0.822  0.193
H18 0.241 -5.134 2.520  0.209
H19 0.587 -3.438 2.177  0.196
H20 -0.830 -3.624 4.191  0.210
H21 -2.034 -4.541 3.282  0.192
H22 -2.714 -2.171 3.451  0.209
H23 -1.185 -1.664 2.730  0.197
H24 -3.009 -1.692 1.055  0.189
H25 -3.300 -3.400 1.377  0.200

Calculated values
Kohn-Sham gap: 0.355 Ha
SMILES: CCOCCc1nnc(NC(=O)CCC2CCCCC2)s1
total energy: -1299.5095 a.u.
lowest unoccupied orbital energy: 0.7 eV
total charge: 0

***

No. 5
The ion C5H11N2 with charge +1 at a distorted geometry. Source: OMol25; level of theory: ωB97M-V with the def2-TZVPD basis set.

Each line ends with the natural charge from an NBO analysis.
Cartesian coordinates (Å):
C1 0.881 0.339 1.362  -0.459
C2 0.767 -1.431 -0.639  -0.380
C3 0.963 1.272 0.146  -0.222
C4 0.165 -0.802 0.734  -0.255
C5 -0.879 -0.196 -0.288  0.269
N1 -2.250 -0.569 -0.665  -0.811
N2 -0.336 1.205 -0.578  -0.534
H1 1.847 0.008 1.802  0.269
H2 0.425 0.626 2.299  0.255
H3 1.584 -0.873 -1.099  0.210
H4 0.359 -2.385 -0.946  0.241
H5 1.310 2.238 0.310  0.247
H6 1.714 0.842 -0.578  0.228
H7 -0.410 -1.557 1.390  0.258
H8 -2.521 -1.277 0.037  0.409
H9 -2.297 -0.805 -1.631  0.400
H10 -0.960 1.889 -0.112  0.433
H11 -0.361 1.477 -1.543  0.443

Calculated values
Kohn-Sham gap: 0.342 Ha
total energy: -306.2583 a.u.
lowest unoccupied orbital energy: -3.2 eV
total charge: +1

***

No. 6
The molecule C4H6N2O. Source: OMol25; level of theory: ωB97M-V with the def2-TZVPD basis set.

Each line ends with the natural charge from an NBO analysis.
Cartesian coordinates (Å):
C1 -2.104 -0.112 -0.387  -0.613
C2 -0.767 -0.227 -0.256  0.181
C3 0.426 -0.664 -0.881  -0.538
C4 1.469 -0.055 -0.169  0.524
O1 2.739 -0.045 -0.589  -0.646
N1 1.175 0.597 0.956  -0.499
N2 -0.231 0.323 1.048  -0.387
H1 -0.794 1.114 1.364  0.415
H2 -2.694 -0.692 -1.082  0.223
H3 -2.601 0.717 0.112  0.195
H4 0.509 -1.019 -1.897  0.242
H5 3.240 0.490 0.047  0.493
H6 -0.367 -0.426 1.733  0.412

Calculated values
Kohn-Sham gap: 0.287 Ha
total energy: -340.6688 a.u.
lowest unoccupied orbital energy: 0.7 eV
total charge: 0